Entry 1:
Molecular formula: C30H82HfN4O14
Method: DFT, ωB97M-V/def2-TZVPD

The charge is +2. The calculation puts the HOMO energy at -0.4546 Ha. The calculation puts the HOMO-LUMO gap at 2.62 eV.

Atoms and positions in Å:
Hf (-9.6015, 15.4059, -5.6183)
C (-6.4820, 15.9518, -8.6092)
C (-6.8298, 16.9982, -7.5842)
O (-7.8302, 16.7040, -6.6692)
H (-6.3717, 14.9237, -8.2643)
H (-5.6049, 16.3065, -9.1506)
H (-7.2603, 15.7730, -9.3510)
H (-7.1890, 17.8406, -8.1752)
H (-5.9151, 17.3066, -7.0780)
C (-9.5265, 13.9308, -10.1933)
C (-10.3487, 13.6000, -8.9559)
O (-10.0249, 14.3755, -7.8177)
H (-9.7684, 14.9362, -10.5380)
H (-9.7500, 13.2044, -10.9746)
H (-8.4448, 13.8907, -10.0651)
H (-10.2348, 12.5333, -8.7630)
H (-11.4044, 13.7686, -9.1685)
C (-15.2876, 12.0937, -9.9891)
O (-14.6048, 12.7319, -8.9242)
C (-15.5386, 13.4412, -7.9897)
C (-14.6216, 13.9815, -6.8818)
N (-13.6088, 14.8908, -7.4550)
C (-14.0557, 16.2108, -7.9981)
C (-14.9525, 16.9945, -7.0030)
O (-16.3351, 16.4954, -6.8940)
C (-17.1542, 17.3195, -6.1188)
H (-14.5934, 11.7055, -10.7344)
H (-15.8946, 12.8130, -10.5389)
H (-15.9421, 11.3021, -9.6241)
H (-16.2395, 12.7107, -7.5858)
H (-16.0277, 14.2702, -8.5012)
H (-14.0359, 13.2119, -6.3790)
H (-15.2677, 14.4795, -6.1588)
H (-13.3334, 14.2837, -8.2137)
H (-14.6344, 16.2141, -8.9218)
H (-13.1224, 16.7499, -8.1604)
H (-14.8847, 18.0135, -7.3840)
H (-14.4204, 17.0542, -6.0535)
H (-16.7953, 17.3348, -5.0897)
H (-18.1900, 16.9927, -6.2100)
H (-17.0696, 18.3482, -6.4691)
C (-6.1821, 12.2081, -8.5679)
O (-7.1639, 11.8487, -7.5157)
C (-6.8315, 10.6218, -6.8558)
C (-7.9664, 10.0659, -5.9972)
N (-9.0935, 9.7086, -6.8243)
C (-9.0832, 8.3911, -7.4864)
C (-10.3423, 8.2703, -8.3499)
O (-10.4911, 9.4028, -9.2207)
C (-11.6173, 9.3301, -10.0958)
H (-6.5528, 12.9960, -9.2236)
H (-6.0157, 11.2910, -9.1330)
H (-5.1829, 12.4690, -8.2192)
H (-5.9232, 10.7368, -6.2643)
H (-6.6403, 9.9300, -7.6762)
H (-8.2382, 10.7888, -5.2280)
H (-7.6612, 9.2565, -5.3340)
H (-9.0524, 10.4179, -7.5422)
H (-9.1729, 7.5770, -6.7672)
H (-8.1530, 8.1698, -8.0098)
H (-11.2654, 8.3209, -7.7725)
H (-10.2928, 7.3357, -8.9086)
H (-11.5632, 10.2705, -10.6441)
H (-12.5955, 9.2060, -9.6314)
H (-11.6127, 8.4589, -10.7509)
C (-13.0277, 14.3493, -12.0346)
O (-12.1126, 15.3586, -11.6718)
C (-12.6866, 16.6740, -11.6478)
C (-11.5371, 17.7125, -11.7129)
N (-10.6444, 17.6282, -10.5100)
C (-9.5134, 18.5596, -10.6119)
C (-8.5488, 18.3187, -11.8242)
O (-8.9431, 18.9645, -12.9991)
C (-7.9411, 18.8938, -14.0494)
H (-12.7882, 13.3357, -11.7129)
H (-13.1874, 14.3117, -13.1121)
H (-13.9773, 14.5387, -11.5342)
H (-13.3266, 16.7607, -10.7697)
H (-13.3491, 16.8814, -12.4880)
H (-11.8604, 18.7519, -11.7697)
H (-11.0264, 17.6523, -12.6740)
H (-10.3755, 16.6801, -10.2888)
H (-8.9522, 18.4706, -9.6817)
H (-9.8708, 19.5871, -10.6799)
H (-8.3988, 17.2680, -12.0723)
H (-7.5858, 18.6653, -11.4494)
H (-7.7103, 17.8451, -14.2366)
H (-6.9530, 19.2999, -13.8329)
H (-8.3794, 19.3718, -14.9255)
C (-2.7245, 10.3200, -8.7216)
O (-3.8787, 9.5064, -8.8095)
C (-3.5381, 8.0938, -8.8826)
C (-4.7488, 7.2172, -8.5834)
N (-5.9859, 7.7697, -9.1231)
C (-6.0072, 7.5145, -10.5696)
C (-7.2566, 8.1876, -11.2416)
O (-6.9412, 9.6098, -11.3351)
C (-8.1240, 10.3906, -11.5132)
H (-2.2088, 10.3381, -7.7615)
H (-3.0796, 11.3342, -8.9048)
H (-1.9900, 10.0923, -9.4941)
H (-2.7834, 7.7727, -8.1647)
H (-3.1780, 7.8792, -9.8888)
H (-4.8231, 7.0660, -7.5065)
H (-4.6417, 6.2120, -8.9909)
H (-5.8364, 8.7608, -8.9984)
H (-6.0166, 6.4360, -10.7270)
H (-5.1221, 7.8084, -11.1337)
H (-8.1724, 7.9381, -10.7058)
H (-7.4201, 7.7992, -12.2468)
H (-8.6653, 10.0684, -12.4027)
H (-7.8055, 11.4308, -11.5815)
H (-8.7749, 10.2902, -10.6446)
O (-10.6895, 17.1063, -7.0552)
H (-10.3986, 17.4575, -7.8968)
H (-11.3676, 17.7152, -6.7625)
O (-11.6729, 10.8470, -6.7860)
H (-10.8956, 10.3098, -6.6327)
H (-11.5030, 11.2820, -7.6215)
O (-10.1960, 12.9831, -5.2118)
H (-10.7103, 12.3002, -5.6421)
H (-9.7865, 12.5421, -4.4675)
C (-10.6320, 12.1296, -13.7750)
C (-11.6332, 12.6122, -14.8942)
O (-11.0658, 12.6413, -16.1692)
H (-9.7411, 12.7530, -13.6995)
H (-10.3732, 11.0766, -13.8864)
H (-11.0933, 12.3405, -12.8103)
H (-12.0492, 13.6047, -14.7210)
H (-12.4301, 11.8864, -15.0561)
H (-10.7545, 13.5392, -16.3048)


Entry 2:
Molecular formula: C30H82N4O16
Method: DFT, ωB97M-V/def2-TZVPD

The value obtained for the energy above the lowest of the compared OMol25 structures with the same formula, charge and spin is 0.0 kJ/mol. The calculation puts the HOMO energy at -0.3192 Ha. The calculation puts the HOMO-LUMO gap at 9.10 eV.

Atoms and positions in Å:
C (-4.2476, 1.7204, -1.9981)
C (-5.4870, 1.4206, -2.8391)
C (-5.0158, 0.8181, -4.1417)
O (-6.1087, 0.3781, -4.8870)
C (-5.7318, -0.4907, -5.8961)
N (-6.2612, 0.3393, -2.1204)
H (-3.5442, 2.3689, -2.5508)
H (-3.6592, 0.8482, -1.7179)
H (-4.5389, 2.2732, -1.1033)
H (-6.0611, 2.3377, -2.9866)
H (-4.4765, -0.1039, -3.8718)
H (-4.3676, 1.5021, -4.7007)
H (-6.5990, -1.0406, -6.2646)
H (-5.0142, -1.2516, -5.5469)
H (-5.2890, 0.0280, -6.7598)
H (-7.1803, 0.6988, -1.8138)
H (-6.6608, -0.2301, -2.8945)
C (5.5992, -0.7233, 1.5525)
C (5.3271, 0.3163, 2.6447)
C (6.2536, 0.0575, 3.8434)
O (7.5697, 0.3065, 3.4637)
C (8.4423, 0.1756, 4.5379)
N (5.5842, 1.6904, 2.0833)
H (4.8959, -1.5558, 1.6440)
H (6.6402, -1.0381, 1.5428)
H (5.4108, -0.2899, 0.5682)
H (4.3128, 0.2768, 3.0500)
H (6.0727, -0.9653, 4.2144)
H (5.9555, 0.7734, 4.6276)
H (8.3762, -0.7950, 5.0301)
H (8.2868, 0.9851, 5.2850)
H (9.4703, 0.3943, 4.2286)
H (6.5971, 1.8035, 2.1132)
H (5.1470, 2.4305, 2.6275)
C (2.4664, 4.2233, 1.4516)
C (3.1122, 4.7832, 2.6880)
O (3.6501, 3.7330, 3.4481)
O (1.6466, 3.1110, 1.7126)
H (3.2440, 3.8945, 0.7485)
H (1.8877, 4.9705, 0.9021)
H (2.4060, 5.3030, 3.3415)
H (3.9393, 5.4219, 2.3951)
H (2.9024, 3.2630, 3.8889)
H (2.2502, 2.3713, 1.8612)
C (-2.5728, -4.9960, -1.1216)
C (-3.3790, -5.5714, -2.2386)
O (-2.7273, -6.7062, -2.7841)
O (-2.7573, -5.9084, -0.0352)
H (-2.8079, -4.0132, -0.7258)
H (-1.5248, -5.0205, -1.4409)
H (-3.6128, -4.8563, -3.0389)
H (-4.4030, -5.8179, -1.9129)
H (-2.8378, -7.4145, -2.1371)
H (-1.9332, -6.3219, 0.2986)
C (-1.8809, 2.6910, 5.3939)
C (-1.4377, 3.6072, 4.2735)
O (-0.2083, 4.2150, 4.6135)
O (-2.6032, 1.6443, 4.7894)
H (-2.4013, 3.2339, 6.1785)
H (-0.9389, 2.2561, 5.7656)
H (-2.2408, 4.3268, 4.0832)
H (-1.3242, 2.9450, 3.4083)
H (0.1276, 4.5853, 3.7863)
H (-3.2287, 1.2951, 5.4330)
C (3.1684, 0.9437, 6.0979)
C (1.8351, 1.6531, 6.2002)
O (1.7358, 2.5075, 5.0643)
O (4.2220, 1.8535, 6.2745)
H (3.2177, 0.3878, 5.1458)
H (3.2464, 0.1962, 6.8896)
H (1.9580, 2.2161, 7.1423)
H (0.9563, 1.0210, 6.3378)
H (0.8853, 2.9821, 5.1866)
H (4.1320, 2.5793, 5.6348)
C (0.4052, -5.6659, 2.4119)
C (-0.2779, -6.9611, 2.5029)
O (-0.6907, -7.3864, 1.2136)
O (1.5635, -5.8712, 1.5624)
H (0.8115, -5.3652, 3.3831)
H (-0.2685, -4.9468, 1.9491)
H (-1.1927, -6.8316, 3.0872)
H (0.3314, -7.6895, 3.0472)
H (0.1440, -7.6019, 0.7582)
H (1.6176, -5.1229, 0.9450)
C (-3.5494, 2.4674, -9.7104)
O (-2.6747, 1.6373, -9.0682)
C (-2.2789, 2.1581, -7.8167)
C (-1.7801, 1.0226, -6.9483)
N (-0.8400, 1.4758, -5.9211)
C (-0.7566, 0.4802, -4.8300)
C (0.3969, 0.6137, -3.8588)
O (0.0940, 1.4064, -2.7487)
C (-0.0957, 2.7155, -3.0955)
H (-3.6305, 2.1684, -10.7714)
H (-3.1477, 3.4874, -9.8196)
H (-4.5722, 2.4246, -9.3320)
H (-3.0361, 2.7279, -7.2521)
H (-1.4995, 2.9246, -7.9912)
H (-1.4216, 0.1573, -7.5325)
H (-2.6445, 0.5970, -6.4143)
H (0.0910, 1.4759, -6.3373)
H (-0.6115, -0.5034, -5.3488)
H (-1.6993, 0.3261, -4.2949)
H (1.2956, 1.0193, -4.3628)
H (0.6836, -0.3952, -3.5825)
H (-0.8784, 2.8193, -3.8415)
H (0.8470, 3.1371, -3.4727)
H (-0.3387, 3.2652, -2.1899)
C (-2.0625, -0.8368, 0.6277)
O (-1.8811, -1.8694, -0.3093)
C (-1.0604, -1.5366, -1.3796)
C (0.4488, -1.3832, -1.1122)
N (0.8897, -2.1738, 0.0430)
C (1.9432, -1.5280, 0.8094)
C (1.4541, -0.4518, 1.7624)
O (0.8247, -1.0871, 2.8019)
C (0.1743, -0.1385, 3.6604)
H (-1.8117, -1.2241, 1.6238)
H (-3.1110, -0.5311, 0.6577)
H (-1.4215, 0.0343, 0.4571)
H (-1.4513, -0.6695, -1.9358)
H (-1.2530, -2.3459, -2.0959)
H (0.7137, -0.3197, -1.0303)
H (0.9284, -1.7671, -2.0213)
H (0.0598, -2.3582, 0.5993)
H (2.7730, -1.2408, 0.1674)
H (2.3677, -2.2956, 1.4768)
H (0.8071, 0.2170, 1.1701)
H (2.3148, 0.0942, 2.1817)
H (-0.6558, 0.3297, 3.1241)
H (0.9456, 0.5873, 3.9427)
H (-0.2003, -0.7187, 4.4950)


Entry 3:
Molecular formula: C30H83N7O8
Method: DFT, ωB97M-V/def2-TZVPD

The value obtained for the energy above the lowest of the compared OMol25 structures with the same formula, charge and spin is 185.9 kJ/mol. The calculation puts the HOMO energy at -0.3151 Ha. The calculation puts the HOMO-LUMO gap at 9.17 eV.

Atoms and positions in Å:
C (0.6933, 0.2706, 0.1708)
C (0.4918, -0.6428, -1.0661)
O (0.8644, -1.9665, -0.7555)
H (0.2574, 1.2186, -0.0602)
H (1.7273, 0.5084, 0.4051)
H (0.2244, -0.1610, 1.1166)
H (1.1008, -0.3250, -1.8982)
H (-0.5982, -0.7048, -1.2952)
H (0.4715, -2.2986, 0.0702)
C (3.3322, 2.4381, -1.9386)
C (4.6150, 2.1482, -1.1717)
C (4.4269, 1.9068, 0.2970)
O (5.6527, 1.9005, 1.0021)
C (5.4917, 1.2703, 2.2774)
N (5.3167, 1.0031, -1.7056)
H (3.4904, 2.2055, -3.0101)
H (2.9908, 3.4167, -1.7802)
H (2.5779, 1.7467, -1.5515)
H (5.2904, 3.0298, -1.2288)
H (4.0099, 0.8569, 0.3090)
H (3.7421, 2.5891, 0.8010)
H (6.3806, 1.6068, 2.8094)
H (5.3957, 0.1896, 2.2177)
H (4.6300, 1.6559, 2.8518)
H (5.9690, 1.2247, -2.4494)
H (5.9818, 0.5914, -1.0136)
C (-1.1976, -3.2043, -4.6998)
C (-0.2989, -1.9557, -4.5799)
C (1.0617, -2.2379, -5.1154)
O (1.8241, -1.0720, -5.1115)
C (3.2063, -1.3160, -4.9903)
N (-0.9206, -0.8548, -5.2856)
H (-2.2512, -2.9704, -4.5532)
H (-0.8974, -3.9262, -3.9688)
H (-1.2109, -3.5975, -5.7202)
H (-0.2219, -1.7809, -3.4998)
H (0.7834, -2.6236, -6.1306)
H (1.5721, -3.0777, -4.6548)
H (3.4606, -1.9376, -4.1214)
H (3.7173, -0.3142, -4.8215)
H (3.5596, -1.7946, -5.8893)
H (-0.2306, -0.1594, -5.5830)
H (-1.5304, -0.3918, -4.5981)
C (0.4609, -1.3128, 4.4543)
C (-0.5288, -0.5566, 5.3357)
C (-0.1595, 0.8977, 5.2426)
O (-0.2988, 1.3992, 3.9410)
C (-0.0473, 2.7707, 3.9800)
N (-1.9294, -0.8432, 5.0787)
H (0.2114, -1.0306, 3.4515)
H (0.2645, -2.3952, 4.5199)
H (1.5362, -1.1240, 4.6405)
H (-0.4162, -0.8668, 6.4019)
H (0.8321, 1.1180, 5.6310)
H (-0.8010, 1.5053, 5.9174)
H (-0.0868, 3.2798, 2.9765)
H (1.0241, 2.9990, 4.3741)
H (-0.7674, 3.2752, 4.6011)
H (-2.2743, -0.3444, 4.2304)
H (-2.0414, -1.8773, 5.0229)
C (-2.0872, -3.6883, -0.9537)
C (-2.2394, -2.6682, 0.2199)
C (-3.6584, -2.7985, 0.7845)
O (-3.8458, -1.9691, 1.9070)
C (-5.2272, -1.8108, 2.1234)
N (-1.2096, -2.8823, 1.2124)
H (-1.0335, -3.7589, -1.2658)
H (-2.6925, -3.3356, -1.7614)
H (-2.3221, -4.7325, -0.5569)
H (-2.1033, -1.6341, -0.1612)
H (-4.0117, -3.8318, 1.0593)
H (-4.3203, -2.5199, -0.0788)
H (-5.6525, -1.3322, 1.2408)
H (-5.3440, -1.1463, 2.9784)
H (-5.7193, -2.8173, 2.2559)
H (-1.0440, -3.8381, 1.3405)
H (-1.5324, -2.4651, 2.0709)
C (5.2015, -2.5601, 0.2876)
C (4.0899, -3.4454, 0.8616)
C (3.2739, -2.8065, 2.0222)
O (3.9216, -2.1101, 3.0226)
C (4.9557, -2.8198, 3.7146)
N (3.2553, -3.7670, -0.2690)
H (5.7950, -3.1744, -0.3734)
H (5.9347, -2.1165, 0.9951)
H (4.7946, -1.7583, -0.3060)
H (4.5595, -4.3882, 1.1574)
H (2.6854, -3.6064, 2.4281)
H (2.5782, -2.1008, 1.5320)
H (5.6124, -3.2679, 2.9748)
H (4.5505, -3.5774, 4.3607)
H (5.4674, -2.0888, 4.3748)
H (2.8049, -2.9138, -0.6105)
H (2.5504, -4.4635, -0.1762)
C (-4.6908, 5.2996, 0.4700)
C (-3.5091, 5.6859, -0.4614)
C (-2.2231, 5.1526, 0.1723)
O (-1.0890, 5.5534, -0.5631)
C (0.1406, 5.1157, -0.0764)
N (-3.6541, 5.1773, -1.8486)
H (-4.6105, 4.2134, 0.7522)
H (-5.6302, 5.5452, -0.0102)
H (-4.5870, 5.9048, 1.3577)
H (-3.2096, 6.7629, -0.5173)
H (-2.2460, 4.0490, 0.2366)
H (-2.2305, 5.5531, 1.1744)
H (0.1054, 5.2208, 0.9912)
H (0.9299, 5.7840, -0.4721)
H (0.3959, 4.1165, -0.3895)
H (-3.6355, 4.1732, -1.7989)
H (-2.7801, 5.4064, -2.3332)
C (-4.0850, -0.7683, -2.8426)
C (-4.5222, 0.5442, -2.2199)
C (-3.6348, 1.0301, -1.2083)
O (-3.4835, 0.1346, -0.0866)
C (-2.7831, 0.7994, 0.9726)
N (-4.6494, 1.5271, -3.3006)
H (-4.8808, -1.0836, -3.4839)
H (-3.9421, -1.5307, -2.0542)
H (-3.1015, -0.6616, -3.3246)
H (-5.5714, 0.3794, -1.7806)
H (-4.0101, 1.9903, -0.8074)
H (-2.6165, 1.2128, -1.6463)
H (-2.3497, 0.0134, 1.6059)
H (-3.4736, 1.3524, 1.5949)
H (-1.9965, 1.4669, 0.6153)
H (-5.3378, 1.2769, -4.0693)
H (-4.9563, 2.4379, -2.9390)